C30H59NO4Si3 as an isolated structure at a distorted geometry, computed with wB97M-V/def2-TZVPD.

M	582.06	g mol⁻¹
LUMO	0.024	hartree
energy relative to the best compared isomer or geometry (same formula, charge and spin)	75.8	kcal per mole
max |F|	0.0465	hartree/bohr
total charge	0
frontier orbital gap	9.67	eV

Geometry as XYZ:
```
97
Properties=species:S:1:pos:R:3:forces:R:3:lowdin_charge:R:1
C 0.6103 -3.9666 3.4097 0.3 0.9 -0.9 -0.072
C 0.6548 -4.0980 1.8179 -0.1 -0.9 1.0 -0.251
O 1.9311 -3.6797 1.2945 -1.0 0.3 -0.8 -0.176
C 1.8046 -2.4382 0.5727 -0.3 0.4 0.9 -0.239
C 1.4894 -1.2894 1.6119 -0.9 0.4 -0.6 -0.182
Si 1.7729 0.4898 0.9122 0.2 -1.4 0.9 0.508
C 1.7904 0.3019 -0.9849 -0.8 1.1 -0.8 -0.222
C 2.1990 1.5835 -1.8184 0.4 -0.6 -1.2 -0.249
C 3.6932 2.0503 -1.6398 -0.5 1.2 0.4 -0.193
C 4.3273 2.7010 -2.9362 0.2 0.9 0.9 -0.192
N 5.2893 1.8230 -3.6488 -1.2 -0.4 -0.8 0.016
C 4.8153 0.4771 -3.7881 0.5 -1.0 0.6 -0.485
C 3.7692 0.0490 -4.8635 -0.3 1.1 0.8 -0.007
O 5.2445 -0.3841 -3.0355 0.0 0.4 -0.7 0.043
C 3.4509 1.0559 1.6677 -0.2 -0.1 0.8 -0.239
C 4.4900 -0.1293 1.8720 0.8 1.1 0.0 -0.192
C 5.0371 -0.7524 0.5419 0.0 -0.9 0.6 -0.222
O 5.2350 -2.1697 0.7654 -0.5 0.3 -0.7 -0.216
C 5.4656 -2.8456 -0.4644 1.0 -0.6 -0.8 -0.133
O 0.4820 1.4267 1.5316 1.7 1.0 -0.8 -0.358
Si 0.6837 3.1098 1.3461 -1.6 -0.3 -0.9 0.571
C -0.9472 3.7565 0.5473 -0.4 -1.5 1.1 -0.282
C -1.4652 2.5863 -0.3846 0.4 0.8 -0.6 -0.287
C -2.5917 2.9995 -1.4008 0.7 -1.3 -0.7 -0.188
C -2.9746 1.6740 -2.2172 -0.1 -0.2 1.0 -0.202
C -4.4289 1.2149 -1.8441 0.1 0.9 -1.1 -0.214
C -4.9928 0.0124 -2.6893 -0.1 -0.4 0.7 -0.199
C -4.9300 -1.3846 -1.9593 -0.7 -0.3 -0.6 -0.252
C -5.4403 -1.3670 -0.4622 0.0 0.8 -0.3 -0.250
Si -4.0618 -1.5737 0.8454 -0.2 -0.4 0.7 0.586
C -2.3107 -1.7238 0.1182 0.2 0.1 0.1 -0.174
C -4.5002 -3.1762 1.8183 -0.3 0.1 -0.7 -0.193
C -4.0060 -0.1142 2.0991 -0.2 1.7 1.0 -0.233
C -3.0425 -0.1689 3.1960 -1.0 1.3 0.1 -0.095
C -2.9571 0.8666 4.2113 -1.5 0.5 -1.5 -0.074
C -3.8594 2.0186 4.1294 0.0 -1.5 -1.4 -0.084
C -4.8019 2.1008 3.0242 0.9 -1.2 0.2 -0.092
C -4.8890 1.0579 2.0129 1.6 -0.2 1.8 -0.092
H 1.6414 -3.6210 3.6981 -1.0 -0.6 0.0 0.079
H 0.3378 -4.9261 3.9082 0.3 0.8 -0.4 0.067
H -0.1004 -3.1503 3.7003 0.5 -0.8 -0.1 0.059
H 0.5117 -5.1915 1.6018 0.3 1.0 -0.2 0.116
H -0.1813 -3.5483 1.3182 0.7 -0.4 0.4 0.086
H 2.7253 -2.2698 -0.0326 -0.5 -0.3 0.8 0.090
H 0.9379 -2.4749 -0.1506 0.8 -0.1 0.5 0.119
H 1.9769 -1.4288 2.6095 -0.2 0.0 -1.0 0.085
H 0.3753 -1.3405 1.8091 1.0 0.1 0.0 0.060
H 2.4102 -0.5488 -1.3663 -0.4 0.6 0.6 0.074
H 0.7237 0.0622 -1.2866 1.0 0.1 0.3 0.087
H 2.0914 1.2956 -2.9093 0.0 0.3 1.0 0.095
H 1.4959 2.4534 -1.6907 0.7 -0.9 0.1 0.084
H 4.3686 1.2577 -1.2387 -0.6 0.5 -0.5 0.091
H 3.6803 2.8693 -0.8609 0.1 -0.8 -0.7 0.089
H 3.5402 3.1375 -3.6094 0.6 -0.7 0.4 0.121
H 4.9289 3.5839 -2.5771 -0.5 -0.8 -0.6 0.119
H 6.2147 1.8499 -3.2213 -0.6 -0.4 0.2 0.122
H 4.2417 -0.5981 -5.6383 -0.2 0.7 0.6 0.089
H 3.2945 0.9761 -5.2866 0.4 -1.1 0.1 0.082
H 3.0003 -0.5730 -4.3273 0.7 0.6 -0.6 0.086
H 3.1861 1.4000 2.7149 0.2 -0.2 -1.0 0.088
H 3.8943 1.9470 1.1595 -0.2 -0.8 0.3 0.061
H 5.3788 0.3398 2.3883 -0.8 -0.6 -0.4 0.111
H 4.1094 -0.8928 2.6011 0.2 0.5 -1.1 0.109
H 6.0352 -0.3096 0.2858 -0.9 -0.1 0.0 0.133
H 4.3490 -0.6721 -0.3372 0.4 0.3 0.7 0.074
H 4.8230 -2.4982 -1.3155 0.3 0.0 0.8 0.076
H 5.3279 -3.9583 -0.3813 -0.1 1.1 0.4 0.097
H 6.5400 -2.6994 -0.7877 -1.0 0.0 0.2 0.097
H 0.9920 3.8269 2.5867 0.1 -0.1 0.3 -0.032
H 1.7360 3.3960 0.3387 0.2 -0.2 0.2 -0.015
H -0.8146 4.7350 0.0274 -0.3 -0.8 0.4 0.076
H -1.6741 3.8082 1.4127 0.5 0.5 -1.0 0.074
H -0.5824 2.2499 -1.0028 -0.9 0.1 0.4 0.080
H -1.7810 1.6803 0.2005 0.2 1.0 -0.3 0.101
H -3.4962 3.4256 -0.8948 0.8 -0.2 -0.4 0.111
H -2.1634 3.7071 -2.1618 -0.5 -0.2 1.0 0.109
H -2.8077 1.7902 -3.3164 -0.4 0.0 0.8 0.108
H -2.2753 0.8538 -1.8742 -0.6 0.8 -0.5 0.088
H -5.1043 2.0967 -2.0560 0.6 -0.8 0.3 0.115
H -4.4577 1.0680 -0.7364 0.0 -0.1 -0.9 0.074
H -6.0725 0.2317 -2.9044 0.9 -0.2 0.1 0.108
H -4.4478 -0.1074 -3.6679 -0.6 0.4 0.9 0.112
H -5.6270 -2.0693 -2.5259 0.8 0.6 0.4 0.105
H -3.9078 -1.8239 -2.0977 -0.8 0.4 0.4 0.085
H -6.2516 -2.1238 -0.2994 0.8 0.5 -0.1 0.079
H -5.9226 -0.3659 -0.2563 0.3 -1.0 -0.3 0.059
H -1.6030 -1.8849 0.9795 -0.6 0.0 -0.9 0.009
H -2.2363 -2.5642 -0.6226 0.1 0.8 0.7 0.049
H -2.0166 -0.7477 -0.3457 -0.2 -0.8 0.2 0.021
H -5.5463 -3.0714 2.2140 1.0 -0.1 -0.1 0.038
H -3.7690 -3.4109 2.6282 -0.7 0.0 -0.6 0.028
H -4.5488 -4.0012 1.0482 0.2 0.6 0.9 0.038
H -2.3485 -1.0387 3.2618 -0.6 0.8 0.0 0.089
H -2.2137 0.7851 5.0310 -0.6 0.1 -0.7 0.095
H -3.8432 2.8401 4.8863 0.1 -0.9 -0.7 0.097
H -5.4839 2.9772 2.9717 0.6 -0.8 0.0 0.094
H -5.6278 1.1724 1.1899 0.6 -0.2 0.8 0.081
```
Forces are in eV/Å.